[1]
This record from the OMol25 dataset describes C11H23O3P2Sn as an isolated structure in a non-equilibrium geometry. The level of theory is wB97M-V/def2-TZVPD.

Output
HOMO energy (spin up / spin down) ... -2.791 / 0.601 eV
LUMO energy (spin up / spin down) ... 3.03 / 2.56 eV
Net charge ... -1
HOMO-LUMO gap (spin up / spin down) ... 5.82 / 1.96 eV
2S+1 ... 1

Structure (XYZ):
```
40
Properties=species:S:1:pos:R:3:forces:R:3:mulliken_charge:R:1
C 0.367 0.691 -1.970 0.067 -0.115 0.773 -0.29
C 0.110 -0.086 -3.068 0.136 0.017 -0.689 -0.52
C -0.249 -1.456 -3.110 -0.210 0.109 -0.277 -0.16
C -0.338 -2.351 -2.020 -0.035 -0.917 -0.184 -0.30
C -0.206 -2.087 -0.686 0.291 0.201 0.434 -0.55
Sn -0.538 -0.052 -0.129 -1.133 -0.016 -1.038 0.04
P 0.135 2.475 0.834 0.480 0.255 0.359 -0.57
H 0.780 1.700 -2.090 -0.392 -0.257 -0.177 0.30
H 0.198 0.364 -4.071 0.203 -0.079 0.307 0.22
H -0.406 -1.891 -4.109 0.065 0.248 0.510 0.27
H -0.172 -2.878 0.075 -0.281 -0.015 -0.584 0.30
H -0.528 -3.393 -2.324 0.224 0.203 0.061 0.20
H -0.969 3.043 1.540 0.428 0.029 -0.060 0.05
H 0.279 3.447 -0.197 -0.042 -0.004 0.172 0.07
H 1.255 2.767 1.682 -0.309 0.448 -0.025 0.24
C -3.120 -1.268 3.864 0.160 0.244 0.225 -1.05
C -2.574 -1.626 2.505 0.959 -0.093 -0.133 -0.02
O -1.144 -2.052 2.618 -0.286 0.109 -0.078 -0.38
P 0.094 -1.035 2.346 0.547 1.409 0.148 1.44
O 0.294 -0.425 3.824 0.175 0.311 0.747 0.47
C 0.935 0.814 4.361 -0.717 -0.804 -0.649 -1.88
C -0.156 1.812 4.670 0.023 -0.061 0.102 -1.37
O 1.359 -2.000 2.139 -0.231 -0.770 0.167 -0.22
C 2.748 -1.685 2.440 -0.607 -0.032 0.420 -0.66
C 3.345 -0.637 1.536 0.150 -0.065 -0.220 -1.03
H -3.058 -2.096 4.566 0.154 -0.143 0.018 0.28
H -4.171 -0.994 3.789 -0.097 0.074 -0.145 0.42
H -2.576 -0.418 4.284 -0.037 -0.086 -0.003 0.11
H -3.106 -2.492 2.093 0.331 0.186 -0.040 0.28
H -2.668 -0.775 1.804 0.243 -0.442 0.216 0.15
H 1.449 0.515 5.281 0.013 -0.122 -0.298 0.58
H 1.665 1.197 3.636 -0.107 -0.053 0.084 0.10
H -0.794 1.438 5.472 -0.043 -0.019 -0.050 0.37
H 0.296 2.744 5.011 0.053 0.107 -0.026 0.74
H -0.776 2.024 3.795 0.095 -0.015 0.010 -0.02
H 2.794 -1.381 3.495 0.059 -0.020 -0.198 0.21
H 3.286 -2.632 2.329 -0.207 0.112 0.055 0.36
H 2.827 0.323 1.597 -0.024 -0.041 0.049 0.00
H 4.378 -0.478 1.851 0.028 0.085 0.004 0.73
H 3.359 -0.970 0.496 -0.123 0.020 0.014 0.14
```
Positions in Å, forces in eV/Å.

=====

[2]
This record from the OMol25 dataset describes C11H23OsP2 as an isolated structure in a non-equilibrium geometry. The level of theory is wB97M-V/def2-TZVPD.

Output
HOMO energy (spin up / spin down) ... -10.396 / -12.410 eV
LUMO energy (spin up / spin down) ... -2.45 / -5.65 eV
<S²> ... 6.015
Net charge ... +1
HOMO-LUMO gap (spin up / spin down) ... 7.94 / 6.76 eV
2S+1 ... 5

Structure (XYZ):
```
37
Properties=species:S:1:pos:R:3:forces:R:3:mulliken_charge:R:1
C -0.652 -0.305 -1.712 0.574 -1.272 -1.803 -0.25
C -1.913 0.034 -2.187 -0.737 0.238 -0.260 -0.38
C -2.952 0.565 -1.404 -0.395 0.040 -0.590 -0.12
C -2.853 0.757 -0.030 -0.440 0.121 0.241 -0.51
C -1.712 0.491 0.733 -1.605 0.314 1.490 -0.24
Os 0.026 0.130 0.041 -0.373 1.441 -0.801 0.64
P 2.133 -0.465 -0.825 1.862 -0.379 -1.130 -0.19
H -0.009 -0.802 -2.460 -0.509 0.308 0.140 0.23
H -2.102 -0.131 -3.259 -0.040 0.117 0.507 0.32
H -3.903 0.804 -1.895 0.434 -0.144 0.218 0.36
H -1.903 0.583 1.818 -0.010 0.031 -0.648 -0.07
H -3.722 1.134 0.528 0.220 -0.135 -0.476 0.37
H 3.145 0.555 -0.708 -0.206 -0.868 -0.078 0.13
H 2.155 -0.722 -2.238 0.163 0.111 0.688 0.15
H 2.742 -1.677 -0.341 0.046 0.810 -0.290 0.18
C 3.279 2.072 2.538 0.251 0.260 -0.018 -1.34
C 2.793 0.638 2.727 -0.034 0.172 -0.439 -0.74
P 1.103 0.228 2.081 1.857 -0.768 2.824 0.47
C 1.202 -1.608 2.335 -0.179 0.261 0.511 -0.37
C 1.508 -2.077 3.759 -0.004 -0.426 0.084 -1.26
C 0.080 1.119 3.326 -0.522 -0.184 -0.053 -0.52
C 0.555 1.323 4.760 0.114 -0.079 0.316 -1.34
H 3.404 2.351 1.479 -0.094 -0.138 0.357 0.29
H 4.262 2.178 3.029 -0.388 0.056 -0.225 0.39
H 2.598 2.800 3.004 0.188 -0.194 -0.177 0.29
H 3.500 -0.078 2.285 -0.100 0.136 0.114 0.54
H 2.725 0.423 3.807 0.072 -0.068 -0.490 0.40
H 0.273 -2.034 1.928 0.163 -0.111 0.232 0.44
H 2.023 -1.931 1.677 -0.299 0.089 0.122 0.24
H 0.761 -1.755 4.498 0.203 -0.073 -0.304 0.26
H 1.541 -3.175 3.769 -0.035 0.260 0.108 0.42
H 2.499 -1.727 4.072 -0.292 -0.078 0.016 0.29
H -0.054 2.098 2.842 -0.231 -0.193 0.151 0.49
H -0.894 0.613 3.345 0.222 0.255 -0.034 0.49
H 1.459 1.942 4.795 -0.204 -0.191 0.142 0.32
H -0.242 1.864 5.295 0.347 -0.176 -0.135 0.41
H 0.733 0.377 5.303 -0.023 0.459 -0.310 0.23
```
Positions in Å, forces in eV/Å.

=====

[3]
This record from the OMol25 dataset describes a 7-piece molecular cluster, C11H24B3F3O11 overall in a non-equilibrium geometry. The level of theory is wB97M-V/def2-TZVPD.

Output
HOMO energy ... 5.213 eV
LUMO energy ... 6.45 eV
Net charge ... -4
HOMO-LUMO gap ... 1.24 eV
2S+1 ... 1

Structure (XYZ):
```
52
Properties=species:S:1:pos:R:3:forces:R:3:mulliken_charge:R:1
B -0.223 -19.536 2.358 0.017 0.111 -0.027 0.20
H -1.153 -19.011 2.202 -3.984 2.213 -0.374 -0.16
H -0.019 -19.689 3.406 0.908 -0.611 4.964 -0.22
H -0.335 -20.511 1.909 -0.374 -4.475 -2.078 -0.23
H 0.565 -18.972 1.884 2.836 1.827 -1.553 -0.51
B 0.011 -16.631 0.336 0.050 -0.040 -0.108 0.98
H 0.108 -16.018 -0.547 0.181 2.707 -4.278 -0.35
H 0.881 -17.269 0.363 3.082 -2.138 0.452 -0.69
H -0.147 -15.911 1.123 -0.154 3.188 3.945 -0.38
H -0.903 -17.203 0.387 -3.764 -2.493 -0.320 -0.25
B 1.744 -18.199 -3.107 -0.071 0.120 0.053 0.28
H 0.685 -18.002 -3.173 -4.196 1.141 -0.194 -0.19
H 1.856 -19.272 -3.131 0.621 -4.740 -0.580 -0.24
H 2.298 -17.729 -3.904 2.495 2.112 -3.821 -0.24
H 2.201 -17.955 -2.160 1.367 1.353 3.535 -0.44
C 4.551 -17.330 -0.504 0.482 0.470 -0.582 -0.05
C 3.770 -17.572 0.736 -3.525 -2.372 1.022 0.32
O 3.798 -16.811 1.703 2.808 3.878 2.420 -0.68
O 2.956 -18.505 0.797 1.384 -1.477 -1.709 -0.72
H 5.077 -18.254 -0.741 0.019 0.156 -0.514 -0.11
H 5.225 -16.483 -0.379 0.647 0.031 0.198 -0.08
H 3.857 -17.016 -1.284 -0.193 -0.727 -0.239 0.04
C 9.213 -21.017 -0.369 0.888 -0.081 0.541 -0.49
C 7.732 -20.697 -0.348 1.052 1.899 0.677 0.41
O 7.194 -21.574 -1.234 -2.014 -0.549 -0.134 -0.27
C 8.023 -22.581 -1.420 -1.635 -2.313 -2.162 0.57
O 7.723 -23.636 -1.924 0.312 0.800 0.474 -0.58
O 9.230 -22.248 -1.091 2.940 0.132 1.387 -0.24
F 7.556 -19.447 -0.797 -0.390 0.707 -0.128 -0.28
H 9.577 -21.073 0.657 0.025 -0.880 0.077 0.26
H 9.930 -20.327 -0.814 -0.704 0.296 -0.595 0.28
H 7.331 -20.781 0.662 -0.536 -0.005 -0.167 0.29
C 6.901 -15.733 1.981 -4.230 -0.395 0.634 -0.02
C 6.570 -15.753 3.492 -1.094 -2.731 -2.969 0.30
O 7.162 -14.635 3.966 -0.461 0.936 1.937 -0.31
C 7.991 -14.178 3.076 4.316 4.319 -1.043 0.56
O 8.689 -13.132 3.272 -2.395 -4.064 -0.914 -0.70
O 8.013 -14.956 1.971 3.003 2.311 0.563 -0.26
F 7.282 -16.862 3.912 -0.011 -0.265 1.470 -0.36
H 6.086 -15.189 1.503 -0.263 -0.167 -0.302 0.00
H 6.917 -16.716 1.510 0.567 0.141 0.257 0.27
H 5.502 -15.807 3.703 0.153 -0.318 0.234 0.40
C 4.575 -14.120 -1.921 -0.830 0.511 1.401 -0.02
C 4.202 -13.103 -0.834 -1.726 -3.062 0.580 0.20
O 5.368 -12.914 -0.059 -2.079 1.382 -0.036 -0.22
C 6.382 -13.270 -0.759 3.954 -1.010 -1.681 0.69
O 7.527 -13.003 -0.409 -2.060 -0.952 -1.520 -0.62
O 6.008 -13.988 -1.955 0.544 1.338 1.613 -0.37
F 3.310 -13.695 0.026 0.195 1.195 -0.715 -0.24
H 3.956 -13.802 -2.760 1.083 -0.198 -0.882 0.39
H 4.197 -15.096 -1.617 0.565 -0.210 -0.009 -0.16
H 3.761 -12.276 -1.390 0.195 1.000 1.199 0.23
```
Positions in Å, forces in eV/Å.

=====

[4]
This record from the OMol25 dataset describes a 3-piece molecular cluster, C11H24BO4S overall in a non-equilibrium geometry. The level of theory is wB97M-V/def2-TZVPD.

Output
ΔE to the lowest compared entry with this formula, charge and spin ... 0.0 kJ/mol
HOMO energy ... -4.230 eV
LUMO energy ... 2.51 eV
Net charge ... -1
HOMO-LUMO gap ... 6.74 eV
2S+1 ... 1

Structure (XYZ):
```
41
Properties=species:S:1:pos:R:3:forces:R:3:mulliken_charge:R:1
C 0.426 -3.066 2.566 -0.111 -0.381 0.023 0.08
C -0.396 -3.077 1.690 -0.428 0.392 0.424 -0.91
C -1.396 -3.160 0.605 0.729 -1.036 -1.028 0.20
O -0.858 -4.045 -0.384 0.119 0.565 0.435 -0.77
B 0.163 -3.179 -1.123 -0.422 -0.023 -0.358 1.45
O -0.166 -1.751 -0.679 0.146 -0.009 0.344 -0.79
C -1.490 -1.876 -0.244 0.138 -0.341 -0.159 -0.11
C -2.073 -0.614 0.352 -0.030 0.458 -0.083 -0.87
C -3.624 -0.482 0.347 0.198 -0.096 0.069 -0.83
C -4.402 -1.759 0.046 -0.133 -0.045 0.344 -0.34
S -6.172 -1.396 0.330 -0.111 0.173 -0.081 -0.25
H 1.155 -3.262 3.314 0.052 0.262 -0.004 0.48
H -2.315 -3.626 0.966 -0.141 0.325 0.124 0.25
H -0.090 -3.226 -2.333 0.202 -0.269 0.021 -0.34
H 1.302 -3.496 -0.816 0.146 0.217 -0.109 -0.40
H -2.043 -2.211 -1.138 -0.542 0.216 0.230 0.15
H -1.702 -0.447 1.366 0.109 -0.202 0.007 0.38
H -1.679 0.214 -0.243 0.095 -0.040 0.026 0.18
H -3.917 0.291 -0.366 -0.073 -0.040 -0.028 0.43
H -3.947 -0.136 1.332 -0.018 0.082 -0.029 0.38
H -4.121 -2.532 0.755 0.064 -0.095 -0.112 0.17
H -4.243 -2.112 -0.968 -0.032 -0.012 -0.023 0.39
H -6.699 -2.612 0.126 0.178 -0.029 -0.046 0.12
C 2.811 0.631 -0.341 0.073 -0.067 0.050 -0.35
C 2.218 0.598 -1.739 -0.141 -0.185 0.062 -0.24
O 2.293 -0.688 -2.323 0.205 0.178 0.110 -0.56
H 3.856 0.316 -0.363 0.016 0.035 -0.050 0.29
H 2.761 1.629 0.097 0.003 -0.008 0.028 -0.20
H 2.276 -0.057 0.317 -0.092 0.017 -0.049 0.22
H 2.762 1.275 -2.402 -0.009 0.002 -0.030 0.35
H 1.168 0.918 -1.706 0.027 0.106 0.025 0.20
H 1.799 -1.277 -1.735 -0.208 -0.204 -0.139 0.27
C 3.344 5.559 0.029 0.019 -0.030 -0.038 -1.06
C 2.398 4.476 0.518 0.149 0.170 0.242 -0.11
O 3.001 3.692 1.544 -0.049 -0.010 -0.123 -0.53
H 4.264 5.113 -0.349 -0.023 -0.018 -0.035 0.28
H 2.888 6.151 -0.767 0.001 0.012 0.010 0.31
H 3.615 6.232 0.846 -0.053 0.039 -0.013 0.32
H 2.146 3.794 -0.292 -0.006 -0.073 0.053 0.21
H 1.470 4.917 0.896 -0.051 0.003 -0.120 0.26
H 3.219 4.284 2.270 0.006 -0.041 0.031 0.29
```
Positions in Å, forces in eV/Å.